--- P ---
{"formula": "C5H12O2", "method": "ωB97M-V/def2-TZVPD", "symbols": ["C", "C", "C", "C", "C", "O", "H", "H", "H", "H", "H", "H", "H", "H", "H", "H", "O", "H", "H"], "xyz": [[-2.0863, -1.8337, 0.3976], [-0.8318, -1.5695, -0.3463], [-0.5620, -0.2040, -0.9489], [-0.4789, 1.0590, -0.0463], [0.0782, 0.5832, 1.2474], [1.2049, 0.2154, 1.3535], [-2.9738, -1.7642, -0.2640], [-2.3032, -1.0486, 1.1640], [-2.0529, -2.7219, 1.0349], [0.0701, -1.7914, 0.3015], [-0.7624, -2.3112, -1.1934], [0.3912, -0.3944, -1.5263], [-1.2618, 0.0388, -1.8207], [0.2457, 1.7334, -0.6357], [-1.3644, 1.6417, 0.0762], [-0.6401, 0.4856, 2.0929], [2.3300, 1.6729, -1.2306], [2.4011, 0.9629, -0.4940], [3.2557, 1.8529, -1.5397]], "nbo_charge": [-0.62, -0.42, -0.39, -0.56, 0.46, -0.55, 0.21, 0.19, 0.22, 0.21, 0.21, 0.23, 0.21, 0.28, 0.22, 0.11, -0.98, 0.50, 0.48], "smiles": "CCCCC=O.O", "total_charge": 0, "e_lumo_ev": 0.898, "gap_ev": 10.777}

=====

--- Q ---
{"formula": "C5H12O2", "method": "ωB97M-V/def2-TZVPD", "symbols": ["C", "C", "C", "O", "C", "C", "O", "H", "H", "H", "H", "H", "H", "H", "H", "H", "H", "H", "H"], "xyz": [[0.2380, 2.5833, 0.7160], [0.6496, 1.1158, 0.7336], [-0.1935, 0.2691, -0.2194], [-0.1262, 0.7532, -1.5412], [0.1981, -1.2368, -0.1385], [-1.0187, -2.1322, 0.0375], [0.9205, -1.5432, -1.3278], [0.3937, 3.0102, -0.2786], [-0.8261, 2.6903, 0.9619], [0.8107, 3.1694, 1.4423], [1.7085, 1.0088, 0.4598], [0.5376, 0.7037, 1.7477], [-1.2449, 0.3632, 0.0939], [0.4362, 0.1292, -2.0264], [0.8701, -1.3764, 0.7218], [-1.7287, -1.9841, -0.7835], [-0.7368, -3.1924, 0.0791], [-1.5265, -1.8902, 0.9778], [0.8821, -2.4935, -1.4830]], "nbo_charge": [-0.61, -0.41, 0.09, -0.73, 0.08, -0.64, -0.74, 0.22, 0.20, 0.21, 0.20, 0.19, 0.16, 0.49, 0.16, 0.22, 0.20, 0.22, 0.48], "smiles": "CC[C@@H](O)[C@@H](C)O", "total_charge": 0, "e_lumo_ev": 0.783, "gap_ev": 10.588}

=====

--- R ---
{"formula": "C5H12O2", "method": "ωB97M-V/def2-TZVPD", "symbols": ["C", "C", "O", "C", "C", "O", "C", "H", "H", "H", "H", "H", "H", "H", "H", "H", "H", "H", "H"], "xyz": [[-1.7872, -0.9231, -2.6257], [-1.9913, -0.2626, -1.2738], [-0.7789, 0.3460, -0.8700], [-0.3606, 0.0025, 0.4272], [0.9484, 0.7228, 0.6804], [1.4675, 0.2613, 1.9011], [2.7083, 0.8446, 2.1965], [-1.0432, -1.7219, -2.5475], [-1.4253, -0.1927, -3.3558], [-2.7214, -1.3542, -2.9999], [-2.3127, -1.0054, -0.5304], [-2.7771, 0.5041, -1.3241], [-1.1032, 0.2934, 1.1870], [-0.1942, -1.0826, 0.5179], [1.6391, 0.5173, -0.1535], [0.7830, 1.8112, 0.7095], [2.6280, 1.9373, 2.3150], [3.4427, 0.6362, 1.4028], [3.0618, 0.4091, 3.1340]], "nbo_charge": [-0.62, -0.06, -0.55, -0.07, -0.07, -0.54, -0.24, 0.21, 0.21, 0.21, 0.17, 0.17, 0.17, 0.17, 0.17, 0.16, 0.16, 0.16, 0.19], "smiles": "CCOCCOC", "total_charge": 0, "e_lumo_ev": 1.116, "gap_ev": 10.839}

=====

--- S ---
{"formula": "C5H12O2", "method": "ωB97M-V/def2-TZVPD", "symbols": ["C", "O", "C", "C", "C", "C", "O", "H", "H", "H", "H", "H", "H", "H", "H", "H", "H", "H", "H"], "xyz": [[-1.6727, -0.7356, 1.2073], [-0.4048, -0.1300, 1.0359], [-0.2100, 0.5813, -0.1923], [-0.2777, 2.0899, 0.0488], [1.1334, 0.1678, -0.8006], [1.3004, -1.3470, -0.9052], [1.4233, -1.9570, 0.3598], [-2.4531, -0.0005, 1.4491], [-1.5881, -1.4424, 2.0404], [-1.9784, -1.2919, 0.3091], [-1.0033, 0.2828, -0.8970], [0.6820, 2.4655, 0.4278], [-1.0454, 2.3065, 0.7968], [-0.5233, 2.6403, -0.8695], [1.9582, 0.5664, -0.1945], [1.2014, 0.6310, -1.7936], [0.4498, -1.7602, -1.4772], [2.2059, -1.5927, -1.4715], [0.8025, -1.4741, 0.9264]], "nbo_charge": [-0.25, -0.57, 0.10, -0.63, -0.45, -0.06, -0.73, 0.17, 0.20, 0.17, 0.17, 0.21, 0.22, 0.21, 0.21, 0.21, 0.14, 0.18, 0.48], "smiles": "CO[C@@H](C)CCO", "total_charge": 0, "e_lumo_ev": 1.025, "gap_ev": 10.847}

=====

Which one is most stable, and which one is least stable? Q is the most stable of them, while R is the least stable.

=====

--- P ---
{"formula": "C5H12O2", "method": "ωB97M-V/def2-TZVPD", "symbols": ["O", "C", "C", "C", "C", "C", "O", "H", "H", "H", "H", "H", "H", "H", "H", "H", "H", "H", "H"], "xyz": [[-2.1995, 0.5156, -1.7937], [-0.9839, 1.3212, -2.0134], [-0.0104, 1.1989, -0.8409], [0.1442, -0.2039, -0.2736], [1.1154, -0.2186, 0.9011], [1.0016, -1.5418, 1.6518], [-0.2909, -1.6554, 2.1997], [-2.6066, 0.9419, -1.0245], [-1.3594, 2.3353, -2.0881], [-0.6856, 1.0333, -3.0163], [0.9307, 1.5847, -1.2399], [-0.3978, 1.8643, -0.0737], [-0.8254, -0.5499, 0.0742], [0.4599, -0.9107, -1.0371], [0.8189, 0.5573, 1.6197], [2.1613, -0.1081, 0.6189], [1.2416, -2.3499, 0.9448], [1.7708, -1.6102, 2.4009], [-0.2848, -2.2040, 2.9904]], "nbo_charge": [-0.73, -0.06, -0.42, -0.41, -0.41, -0.05, -0.73, 0.45, 0.16, 0.18, 0.21, 0.19, 0.23, 0.20, 0.20, 0.20, 0.15, 0.16, 0.48], "smiles": "OCCCCCO", "total_charge": 0, "e_lumo_ev": 0.920, "gap_ev": 10.978}

=====

--- Q ---
{"formula": "C5H12O2", "method": "ωB97M-V/def2-TZVPD", "symbols": ["C", "C", "C", "C", "O", "H", "H", "H", "H", "H", "H", "H", "H", "C", "O", "H", "H", "H", "H"], "xyz": [[-1.8192, 1.5942, 0.1772], [-1.0471, 0.8212, 1.2491], [-0.7443, -0.6088, 0.8983], [0.4487, -1.1789, 1.0121], [1.5677, -0.4376, 1.3303], [-1.1949, 1.7849, -0.7007], [-2.7026, 1.0359, -0.1549], [-2.1663, 2.5530, 0.5785], [-0.1159, 1.3454, 1.4918], [-1.6385, 0.8104, 2.1751], [-1.5623, -1.2345, 0.5487], [0.6190, -2.2343, 0.8075], [2.3282, -1.0222, 1.4163], [1.3879, -0.7527, -2.0360], [0.9185, 0.4842, -1.5516], [2.3197, -0.6382, -2.6070], [1.5709, -1.4751, -1.2305], [0.6300, -1.1855, -2.6962], [1.2346, 0.5794, -0.6428]], "nbo_charge": [-0.60, -0.44, -0.25, 0.10, -0.72, 0.22, 0.20, 0.20, 0.21, 0.21, 0.21, 0.18, 0.49, -0.24, -0.73, 0.16, 0.16, 0.18, 0.48], "smiles": "CC/C=C\\O.CO", "total_charge": 0, "e_lumo_ev": 0.593, "gap_ev": 9.395}

=====

Which one is most stable, and which one is least stable? P is the most stable of them, while Q is the least stable.

=====

--- P ---
{"formula": "C5H12O2", "method": "ωB97M-V/def2-TZVPD", "symbols": ["C", "C", "C", "C", "C", "O", "O", "H", "H", "H", "H", "H", "H", "H", "H", "H", "H", "H", "H"], "xyz": [[0.5405, 0.7799, -0.2774], [-0.7328, 0.2290, -0.0636], [-0.5970, -0.8764, -1.7703], [0.8352, 1.3223, 1.6727], [-1.1515, -0.7454, 0.9941], [1.6927, 0.0969, -0.5753], [0.0767, -2.0679, -1.5093], [2.2188, 0.6125, -1.1962], [0.9837, -1.8527, -1.2551], [0.5236, 1.7780, -0.7149], [-1.5184, 0.9228, -0.3515], [-1.6503, -1.1096, -1.9153], [-0.2257, -0.3384, -2.6499], [-0.3016, -1.3072, 1.3736], [-0.0147, 1.7493, 2.1970], [1.6106, 2.0743, 1.5391], [1.2490, 0.4319, 2.1373], [-1.6875, -0.2283, 1.7892], [-1.8513, -1.4708, 0.5759]], "nbo_charge": [0.17, -0.22, -0.07, -0.72, -0.64, -0.73, -0.73, 0.49, 0.48, 0.19, 0.22, 0.17, 0.15, 0.22, 0.19, 0.19, 0.20, 0.22, 0.22], "total_charge": 0, "e_lumo_ev": 0.569, "gap_ev": 8.057}

=====

--- Q ---
{"formula": "C5H12O2", "method": "ωB97M-V/def2-TZVPD", "symbols": ["C", "C", "C", "O", "C", "C", "H", "H", "H", "H", "H", "H", "H", "H", "H", "H", "O", "H", "H"], "xyz": [[-1.4094, 1.3010, -1.4097], [-1.4273, 0.3691, -0.2322], [-0.4408, 0.1312, 0.6364], [-0.6778, -0.8204, 1.6055], [0.9105, 0.7908, 0.6958], [2.0907, -0.1870, 0.6302], [-0.3955, 1.5765, -1.7161], [-1.8892, 0.8207, -2.2703], [-1.9635, 2.2266, -1.2121], [-2.3485, -0.1880, -0.0645], [0.1326, -0.9777, 2.1052], [0.9654, 1.3683, 1.6300], [0.9924, 1.5179, -0.1163], [2.1033, -0.8910, 1.4715], [2.0615, -0.7816, -0.2878], [3.0375, 0.3606, 0.6664], [-0.4416, -2.5474, -0.8846], [-0.4615, -1.6487, -1.2353], [-0.8389, -2.4209, -0.0121]], "nbo_charge": [-0.64, -0.30, 0.31, -0.70, -0.47, -0.61, 0.21, 0.22, 0.22, 0.21, 0.48, 0.21, 0.22, 0.19, 0.22, 0.22, -0.95, 0.47, 0.48], "smiles": "C/C=C(/O)CC.O", "total_charge": 0, "e_lumo_ev": 0.764, "gap_ev": 9.528}

=====

--- R ---
{"formula": "C5H12O2", "method": "ωB97M-V/def2-TZVPD", "symbols": ["C", "C", "C", "C", "C", "H", "H", "H", "H", "H", "H", "H", "H", "O", "H", "H", "O", "H", "H"], "xyz": [[-0.3901, 1.6468, -1.6907], [0.6401, 1.1716, -1.0024], [0.8095, -0.2359, -0.5498], [0.0330, -0.6617, 0.4484], [1.7241, -1.1310, -1.3077], [-1.1423, 0.9930, -2.1043], [-0.4410, 2.7101, -1.8990], [1.3064, 1.9253, -0.5881], [0.1035, -1.6245, 0.9134], [-0.6939, 0.0435, 0.8313], [1.3170, -1.2289, -2.3217], [1.7713, -2.1390, -0.9116], [2.7354, -0.7482, -1.3623], [1.4263, 0.5590, 3.4809], [1.1080, 1.0615, 4.2504], [0.7198, 0.6326, 2.8195], [-3.6516, -1.3498, 0.4029], [-3.3835, -0.9348, -0.4205], [-3.9919, -0.6895, 1.0113]], "nbo_charge": [-0.39, -0.21, -0.02, -0.40, -0.64, 0.19, 0.20, 0.21, 0.21, 0.19, 0.22, 0.22, 0.22, -0.94, 0.47, 0.47, -0.95, 0.47, 0.47], "smiles": "C=CC(=C)C.O.O", "total_charge": 0, "e_lumo_ev": 0.694, "gap_ev": 10.277}

=====

--- S ---
{"formula": "C5H12O2", "method": "ωB97M-V/def2-TZVPD", "symbols": ["C", "O", "C", "C", "C", "C", "O", "H", "H", "H", "H", "H", "H", "H", "H", "H", "H", "H", "H"], "xyz": [[-0.2024, -2.2144, 0.3735], [-0.4366, -0.8574, 0.0005], [1.2472, -0.1231, -0.3255], [-1.1046, -0.7600, -1.2629], [0.9451, 1.3567, -0.3225], [0.3917, 2.0243, 0.9371], [-0.9562, 1.6762, 1.1968], [0.3973, -2.7099, -0.3960], [-1.1657, -2.7155, 0.5146], [0.3483, -2.1937, 1.3147], [1.5898, -0.3569, 0.7067], [-1.4614, 0.2664, -1.3466], [-1.9478, -1.4565, -1.2857], [-0.3736, -0.9777, -2.0482], [0.3359, 1.6545, -1.1887], [1.9493, 1.7669, -0.5274], [1.0412, 1.7678, 1.7925], [0.4025, 3.1157, 0.8346], [-0.9878, 0.7107, 1.2303]], "nbo_charge": [-0.25, -0.48, -0.21, -0.26, -0.56, -0.07, -0.73, 0.20, 0.19, 0.21, 0.10, 0.21, 0.19, 0.21, 0.20, 0.25, 0.15, 0.18, 0.47], "total_charge": 0, "e_lumo_ev": 0.821, "gap_ev": 8.530}

=====

Which one is most stable, and which one is least stable? Q is the most stable of them, while S is the least stable.

=====

--- P ---
{"formula": "H14O7", "method": "ωB97M-V/def2-TZVPD", "symbols": ["O", "H", "H", "O", "H", "H", "O", "H", "H", "O", "H", "H", "O", "H", "H", "O", "H", "H", "O", "H", "H"], "xyz": [[2.1739, 2.3061, -1.9160], [1.8111, 1.4442, -1.4005], [2.8458, 1.7144, -2.4817], [-1.8375, 2.0035, 1.0479], [-1.8114, 2.9865, 0.6725], [-0.9533, 1.6496, 1.2260], [-0.2730, -1.6225, 1.3213], [-1.0304, -1.4627, 1.8960], [0.0948, -2.3496, 1.7354], [-2.1785, -2.2857, -0.7750], [-2.9405, -1.7534, -0.6992], [-1.5693, -1.9894, -0.0342], [1.6021, 1.5266, 2.6266], [2.4620, 1.1464, 2.0491], [1.4996, 0.8125, 3.2492], [-0.0635, -1.4080, -2.4416], [-0.6478, -0.9663, -3.0475], [-0.6898, -1.5261, -1.8678], [0.4848, 0.3040, -0.4241], [0.3001, -0.3109, -1.1148], [0.7209, -0.2190, 0.3784]], "nbo_charge": [-0.96, 0.49, 0.45, -0.98, 0.49, 0.49, -0.94, 0.49, 0.48, -0.97, 0.47, 0.49, -0.93, 0.47, 0.46, -0.91, 0.47, 0.46, -0.99, 0.48, 0.49], "smiles": "O.O.O.O.O.O.O", "total_charge": 0, "e_lumo_ev": -0.194, "gap_ev": 10.291}

=====

--- Q ---
{"formula": "H14O7", "method": "ωB97M-V/def2-TZVPD", "symbols": ["O", "H", "H", "O", "H", "H", "O", "H", "H", "O", "H", "H", "O", "H", "H", "O", "H", "H", "O", "H", "H"], "xyz": [[3.5310, 2.0797, 0.6881], [3.7780, 2.5477, 1.5721], [3.0380, 1.3837, 0.9111], [1.7420, -0.0913, 1.0671], [1.4850, -0.4173, 1.9551], [2.4550, -0.6213, 0.6321], [-3.0530, -0.3253, -1.4119], [-2.1940, -0.2893, -1.0429], [-3.5520, -0.9433, -0.9169], [-0.6030, 0.3177, -0.2529], [0.3270, 0.4287, 0.2321], [-0.4140, 0.2707, -1.2519], [0.1620, 0.7057, -2.7959], [-0.8490, 0.5857, -2.9299], [0.6400, 1.3977, -3.3429], [-1.7340, 0.2867, 2.2841], [-2.6350, 0.6607, 2.3081], [-1.3180, 0.2417, 1.4521], [-0.6780, -2.8263, 0.3301], [0.0530, -3.0823, 0.8601], [-0.1800, -2.3103, -0.3479]], "nbo_charge": [-0.94, 0.47, 0.46, -0.98, 0.51, 0.51, -0.96, 0.48, 0.47, -1.06, 0.52, 0.50, -1.00, 0.51, 0.52, -0.99, 0.48, 0.50, -0.92, 0.45, 0.47], "smiles": "O.O.O.O.O.O.O", "total_charge": 0, "e_lumo_ev": -0.052, "gap_ev": 10.656}

=====

Which one is most stable, and which one is least stable? Q is the most stable of them, while P is the least stable.